DFT (ωB97M-V/def2-TZVPD) results for C32H32Cl2N4NiO6Si2 as an isolated structure at a distorted geometry.

Output
- orbital gap (alpha / beta) (eV) = 4.17 / 5.96
- charge = -2
- DFT total energy (a.u.) = -4916.7630
- energy relative to the best compared isomer or geometry (same formula, charge and spin) (kJ/mol) = 18.17
- max |F| (Eh/bohr) = 0.020
- 2S+1 = 3
- HOMO (alpha / beta) (eV) = -0.22 / -2.01
- <S²> = 2.0192

Each line ends with the Mulliken charge.
Positions of all 79 atoms, in Å:
Ni  -0.772919  0.321698  -1.718500  0.158
O  -1.759184  6.122724  -1.608313  -0.611
C  -0.459039  6.015855  -1.412942  0.386
O  0.224447  6.981518  -1.140548  -0.665
C  0.131212  4.655726  -1.551934  0.049
C  1.465440  4.333889  -1.331184  0.234
Cl  2.700904  5.305898  -0.664665  -0.173
N  1.650914  3.023723  -1.604150  0.806
N  0.468061  2.447038  -1.928206  -0.721
C  -0.440992  3.413277  -1.901997  -0.045
C  -1.861735  3.020335  -2.213383  0.884
O  -2.731306  3.924835  -2.251462  -0.903
O  -2.050894  1.804080  -2.413994  -0.523
C  2.860163  2.279429  -1.684301  -0.927
C  4.022495  2.852713  -2.162598  -0.634
C  5.246263  2.165525  -2.146025  -0.770
C  5.357964  0.890671  -1.611747  -1.265
C  4.196849  0.305848  -0.980924  -0.673
C  2.787847  0.855879  -1.265817  3.158
H  -2.182514  5.218071  -1.869179  0.472
H  3.993653  3.852847  -2.569290  0.448
H  6.107463  2.648158  -2.595619  0.348
H  6.288182  0.338233  -1.636924  0.368
H  4.173357  -0.783976  -0.991258  0.454
H  1.281895  -0.327836  -1.801911  -0.020
C  -0.461669  2.373179  1.385682  -1.958
Si  -0.493526  -0.430164  2.067456  0.974
C  0.819313  -1.774448  2.212690  -1.276
C  -2.164590  -1.316531  1.790278  0.574
C  -2.568074  -1.907808  3.005533  -1.069
C  -3.703751  -2.689648  3.124172  -0.877
C  -4.487180  -2.899014  2.000082  -0.868
C  -4.094811  -2.343396  0.795825  -0.501
C  -2.939064  -1.558543  0.632310  0.731
Si  -2.597407  -1.019598  -1.218985  0.380
C  -4.247640  -0.182293  -1.656375  -1.350
C  -2.825178  -2.717710  -2.112180  -1.301
H  -0.335109  2.634357  2.436158  0.515
H  -1.533441  2.359844  1.167076  0.461
H  -0.005347  3.162574  0.784886  0.304
H  1.486310  -1.529453  3.041273  0.673
H  1.425396  -1.849253  1.308451  0.172
H  0.351989  -2.742053  2.415293  0.370
H  -1.965648  -1.761702  3.896100  0.326
H  -3.971271  -3.121701  4.082272  0.387
H  -5.392000  -3.495629  2.059135  0.365
H  -4.713895  -2.534459  -0.074929  0.102
H  -5.109149  -0.841771  -1.501097  0.422
H  -4.220511  0.122340  -2.705613  0.342
H  -4.391218  0.734867  -1.081571  0.250
H  -3.873012  -3.040529  -2.092188  0.458
H  -2.226609  -3.532685  -1.698989  0.220
H  -2.533496  -2.607675  -3.160876  0.343
C  -0.045974  -5.518792  -0.136437  -0.907
N  0.519405  -4.320538  -0.713764  0.260
C  1.551587  -4.229638  -1.624344  -0.642
C  1.649693  -2.907636  -1.941715  -0.778
N  0.693508  -2.191134  -1.258804  0.252
C  0.042713  -3.067771  -0.542104  -1.490
H  0.672759  -6.330466  -0.234084  0.323
H  -0.973138  -5.797658  -0.639036  0.292
H  -0.247221  -5.358227  0.921912  0.313
H  2.107844  -5.096466  -1.937941  0.416
H  2.343196  -2.411137  -2.599730  0.492
H  -0.791876  -2.856601  0.109626  0.971
Cl  0.192135  1.678487  5.958287  -0.314
C  0.402421  0.977763  4.317272  0.170
C  -0.634405  0.345150  3.772957  -0.864
C  0.177984  1.022881  1.041896  6.482
C  1.673867  1.005364  1.242345  -0.123
C  2.251206  1.172800  2.562810  -0.864
C  1.751445  1.216583  3.822519  -1.032
C  2.597941  0.815166  0.263089  0.197
O  3.918679  0.647337  0.512024  -0.575
O  2.088769  0.047738  -2.193659  -0.882
H  -1.563722  0.362413  4.332041  0.536
H  -0.093542  0.853652  -0.015504  -3.993
H  3.323745  1.330730  2.531087  0.434
H  2.463058  1.452729  4.604235  0.327

Atoms 1-2, force components in eV/Å:
Ni -0.8 0.4 -0.4
O 0.1 0.1 0.0

=====

DFT (ωB97M-V/def2-TZVPD) results for C20H46N4OPSSbSi3Zn as an isolated structure.

Output
- orbital gap (eV) = 7.56
- charge = +2
- DFT total energy (a.u.) = -4711.3100
- max |F| (Eh/bohr) = 0.009
- HOMO (eV) = -13.46

Each line ends with the Mulliken charge.
Positions of all 78 atoms, in Å:
Zn  0.597325  0.372887  0.460082  2.940
C  -0.047257  -3.612472  2.463284  -2.058
C  0.433428  -2.451363  1.653630  0.720
N  -0.332700  -1.510852  1.255683  0.452
N  -1.655035  -1.524785  1.542994  -0.520
C  -2.464497  -0.588047  0.965614  0.351
N  -3.755334  -0.681766  1.288703  -0.363
S  -1.888318  0.602508  -0.062096  -0.393
C  1.854575  -2.289299  1.224677  0.314
C  2.841669  -3.212554  1.520827  -0.607
C  4.132796  -2.991703  1.055815  -0.788
C  4.396948  -1.858055  0.311341  -0.862
C  3.354067  -0.976537  0.067640  -0.650
N  2.118364  -1.183838  0.508825  0.825
H  -0.887254  -4.103491  1.965346  0.457
H  -0.379878  -3.271592  3.448143  0.445
H  0.715987  -4.365634  2.618653  0.379
H  -2.034426  -2.227219  2.162291  0.307
H  -4.140240  -1.475178  1.777061  0.187
H  -4.401608  -0.047898  0.847241  0.251
H  2.626976  -4.096244  2.101590  0.342
H  4.917073  -3.703349  1.276452  0.477
H  5.386640  -1.648353  -0.068957  0.519
H  3.506925  -0.062305  -0.494634  0.683
C  -0.013237  1.608008  -3.813847  -1.202
P  1.233240  0.718968  -2.895185  1.104
C  2.823926  1.316079  -3.458759  -1.167
C  1.112657  -1.006431  -3.354893  -1.167
O  1.058358  0.918275  -1.404064  -1.398
H  0.131506  1.471174  -4.886122  0.438
H  0.056979  2.669652  -3.575351  0.344
H  -1.002305  1.244788  -3.533731  0.350
H  2.967835  1.068712  -4.511016  0.443
H  3.624159  0.860195  -2.875612  0.314
H  2.871704  2.398601  -3.339123  0.353
H  1.230251  -1.127965  -4.431821  0.432
H  0.137414  -1.391728  -3.055388  0.351
H  1.892208  -1.574110  -2.844792  0.295
C  -0.439459  3.713722  5.174676  -0.974
Si  -1.007899  2.606742  3.797515  0.458
C  -2.284982  3.425852  2.728165  -0.921
C  -1.584249  0.950941  4.431679  -0.688
Sb  1.043808  2.098184  2.322570  -2.030
Si  1.719686  4.212281  1.016770  0.321
C  2.021526  5.590406  2.222528  -1.000
C  3.240971  3.704017  0.071923  -0.540
C  0.288553  4.524492  -0.127953  -0.682
Si  2.973717  1.367372  3.860762  0.544
C  2.519687  -0.339409  4.467608  -0.718
C  4.508162  1.327062  2.798981  -0.811
C  3.163735  2.562907  5.269016  -1.124
H  -1.291553  3.990804  5.801412  0.398
H  0.005435  4.633779  4.791824  0.252
H  0.294386  3.219224  5.810693  0.240
H  -3.219508  3.535583  3.285102  0.406
H  -2.486348  2.848285  1.824709  0.252
H  -1.962085  4.425471  2.430936  0.296
H  -2.407237  1.085946  5.138495  0.449
H  -0.781908  0.421386  4.949024  0.244
H  -1.942470  0.324201  3.611909  0.025
H  2.754276  5.302892  2.978469  0.267
H  1.097077  5.873952  2.729237  0.269
H  2.403223  6.476071  1.707958  0.385
H  4.061030  3.441675  0.741766  0.254
H  3.583381  4.515489  -0.575648  0.463
H  3.010926  2.837997  -0.554714  -0.187
H  -0.624974  4.746806  0.425579  0.277
H  0.104547  3.647021  -0.753167  -0.034
H  0.496821  5.374193  -0.783624  0.431
H  2.207808  -0.986395  3.644606  -0.050
H  1.707972  -0.294289  5.196447  0.340
H  3.379533  -0.805168  4.956627  0.452
H  4.304172  0.950903  1.795693  0.090
H  5.265721  0.685165  3.256266  0.403
H  4.937364  2.326482  2.703935  0.382
H  2.357650  2.461360  5.995826  0.308
H  3.187133  3.597914  4.924430  0.277
H  4.104029  2.365401  5.791416  0.377

Atoms 1-2, force components in eV/Å:
Zn -0.3 -0.3 -0.2
C 0.0 0.0 0.0

=====

DFT (ωB97M-V/def2-TZVPD) results for one molecule with the formula C2H6O3S at a distorted geometry.

Output
- orbital gap (eV) = 10.70
- charge = 0
- DFT total energy (a.u.) = -703.5678
- energy relative to the best compared isomer or geometry (same formula, charge and spin) (kJ/mol) = 381.00
- max |F| (Eh/bohr) = 0.045
- HOMO (eV) = -9.97

Each line ends with the Mulliken charge.
Positions of all 12 atoms, in Å:
C  -0.665979  0.067822  -1.533261  -0.947
C  -0.383612  0.933779  -0.280766  -0.375
O  1.601230  1.164516  1.423205  -0.540
O  0.635493  -2.101842  1.641985  -0.334
O  -0.083680  -0.853661  1.422194  -0.223
S  1.015590  0.138314  0.550851  0.574
H  0.314725  -0.046982  -2.108773  0.268
H  -1.044690  -0.828610  -1.141181  0.318
H  -1.444238  0.358124  -2.309772  0.305
H  -1.185626  0.953570  0.467549  0.257
H  -0.017590  1.957718  -0.401852  0.353
H  1.258377  -1.742748  2.269822  0.343

Atoms 1-2, force components in eV/Å:
C 0.7 1.6 -1.5
C -0.1 0.1 -0.2

=====

DFT (ωB97M-V/def2-TZVPD) results for a 2-piece molecular cluster, C5H16N3 overall at a distorted geometry.

Output
- orbital gap (eV) = 8.12
- charge = +1
- DFT total energy (a.u.) = -363.9532
- energy relative to the best compared isomer or geometry (same formula, charge and spin) (kJ/mol) = 583.36
- max |F| (Eh/bohr) = 0.111
- HOMO (eV) = -14.25

Each line ends with the Mulliken charge.
Positions of all 24 atoms, in Å:
C  1.575526  0.883737  0.804529  -1.544
C  0.486616  0.052267  1.476828  1.495
C  0.902912  -1.434711  1.559517  -1.561
C  -0.048180  0.694683  2.734173  -1.552
H  1.293156  1.979799  0.876641  0.326
H  2.554698  0.659435  1.187460  0.409
H  1.547315  0.687713  -0.240120  0.503
H  -0.379207  0.071655  0.752679  -0.303
H  0.030561  -2.060370  1.703946  0.363
H  1.613677  -1.537806  2.417046  0.446
H  1.486807  -1.701104  0.680627  0.337
H  -0.466167  1.690027  2.604513  0.328
H  -0.794169  -0.042889  3.193356  0.343
H  0.734430  0.858563  3.437581  0.421
N  -0.861176  -0.231951  -2.871509  -0.461
C  -0.686695  0.053007  -1.491219  0.433
N  -0.676796  -1.570942  -0.816521  -0.383
N  -0.580033  1.512550  -1.453043  -0.552
H  -1.823295  -0.527169  -3.072417  0.319
H  -0.700871  0.671943  -3.285158  0.330
H  -1.617027  -1.726430  -1.118037  0.304
H  -0.040473  -1.843050  -1.594174  0.328
H  -1.642306  1.744522  -1.605289  0.392
H  -0.352166  1.613659  -0.454106  0.278

Atoms 1-2, force components in eV/Å:
C -1.3 1.3 0.6
C -0.9 0.0 -1.5